[1]
ORCA calculation (ωB97M-V/def2-TZVPD) on C29H41N5O9S2SiV as an isolated structure at a distorted geometry.

Calculated values
F_max, hartree/bohr: 0.056
Kohn-Sham gap (spin up / spin down), eV: 5.1 / 5.4
2S+1: 2
ΔE to the lowest compared entry with this formula, charge and spin, kJ/mol: 0.00
LUMO level (spin up / spin down), hartree: -0.27238 / -0.26127
Total charge: +2

Atoms and positions in Å:
1 V 0.59 0.29 0.52
2 O -0.18 -3.84 0.65
3 C 0.15 -2.59 0.47
4 O 0.09 -1.73 1.34
5 C 0.55 -2.21 -0.91
6 C 0.59 -3.03 -2.02
7 C 0.74 -2.43 -3.27
8 C 0.78 -1.05 -3.37
9 C 0.72 -0.30 -2.21
10 N 0.69 -0.89 -1.01
11 C 0.66 1.18 -2.02
12 O 0.50 2.00 -3.01
13 O 0.89 1.62 -0.89
14 H -0.54 -3.99 1.53
15 H 0.47 -4.10 -1.91
16 H 0.79 -3.04 -4.16
17 H 0.84 -0.58 -4.35
18 H 0.25 1.59 -3.84
19 N -7.69 1.81 0.35
20 C -6.44 1.37 0.10
21 C -5.91 0.27 0.80
22 C -4.63 -0.17 0.55
23 C -3.87 0.48 -0.42
24 C -4.36 1.58 -1.11
25 C -5.63 2.02 -0.86
26 S -2.23 -0.04 -0.67
27 O -2.11 -1.47 -0.73
28 O -1.68 0.69 -1.81
29 N -1.35 0.39 0.67
30 C -1.19 1.70 0.99
31 N 0.01 1.88 1.59
32 C 0.34 3.12 1.95
33 C -0.52 4.18 1.74
34 C -1.72 3.89 1.10
35 N -2.06 2.66 0.72
36 H -8.29 1.31 0.99
37 H -8.09 2.57 -0.17
38 H -6.52 -0.24 1.54
39 H -4.23 -1.03 1.07
40 H -3.74 2.06 -1.85
41 H -6.03 2.87 -1.40
42 H 1.30 3.25 2.44
43 H -0.26 5.18 2.03
44 H -2.45 4.66 0.88
45 C 5.77 -3.05 1.77
46 C 4.71 -3.39 2.81
47 C 5.31 -3.47 4.20
48 C 3.98 -4.68 2.45
49 O 3.69 -2.35 2.80
50 Si 3.61 -0.82 3.22
51 S 2.46 -0.05 1.30
52 O 4.96 0.00 3.12
53 C 5.43 1.38 3.27
54 C 6.13 1.46 4.61
55 C 6.39 1.61 2.11
56 C 4.26 2.36 3.21
57 O 2.69 -0.40 4.44
58 C 1.52 -0.84 5.19
59 C 1.89 -0.72 6.66
60 C 1.18 -2.28 4.84
61 C 0.38 0.10 4.82
62 H 6.50 -3.85 1.71
63 H 6.28 -2.12 2.04
64 H 5.31 -2.92 0.79
65 H 6.06 -4.26 4.24
66 H 4.54 -3.68 4.94
67 H 5.79 -2.52 4.46
68 H 4.68 -5.51 2.42
69 H 3.50 -4.59 1.48
70 H 3.22 -4.90 3.21
71 H 6.95 0.75 4.65
72 H 5.43 1.24 5.42
73 H 6.53 2.46 4.77
74 H 7.18 0.87 2.12
75 H 6.83 2.60 2.19
76 H 5.86 1.54 1.16
77 H 3.54 2.13 4.00
78 H 3.76 2.29 2.24
79 H 4.63 3.37 3.33
80 H 2.75 -1.35 6.89
81 H 1.05 -1.03 7.28
82 H 2.14 0.31 6.91
83 H 2.01 -2.94 5.09
84 H 0.98 -2.36 3.77
85 H 0.30 -2.60 5.39
86 H 0.67 1.13 5.04
87 H -0.50 -0.14 5.41
88 H 0.15 0.00 3.76

[2]
ORCA calculation (ωB97M-V/def2-TZVPD) on a 2-piece molecular cluster, C10H16 overall at a distorted geometry.

Calculated values
F_max, hartree/bohr: 0.059
Kohn-Sham gap, eV: 9.8
ΔE to the lowest compared entry with this formula, charge and spin, kJ/mol: 157.28
LUMO level, hartree: 0.03585

Atoms and positions in Å:
1 C -0.17 -2.19 0.61
2 C 1.22 -1.60 0.81
3 C 1.00 -0.20 1.31
4 C 0.94 0.01 2.71
5 C 0.54 1.25 3.12
6 C 0.25 2.29 2.24
7 C 0.38 2.08 0.87
8 C 1.00 0.92 0.48
9 H -0.55 -2.43 -0.37
10 H -0.94 -1.62 1.25
11 H -0.30 -3.14 1.16
12 H 1.87 -2.13 1.53
13 H 1.89 -1.64 -0.05
14 H 1.10 -0.81 3.38
15 H 0.29 1.42 4.15
16 H -0.31 3.18 2.57
17 H 0.25 2.80 0.11
18 H 1.58 0.90 -0.47
19 C -1.80 0.15 -3.72
20 C -0.70 0.07 -2.65
21 H -2.39 -0.76 -3.61
22 H -2.63 0.86 -3.58
23 H -1.29 0.29 -4.65
24 H 0.05 0.87 -2.76
25 H -1.12 0.28 -1.65
26 H -0.18 -0.88 -2.79

[3]
ORCA calculation (ωB97M-V/def2-TZVPD) on C11H17BMnN6O as an isolated structure at a distorted geometry.

Calculated values
F_max, hartree/bohr: 0.217
Kohn-Sham gap (spin up / spin down), eV: 4.9 / 6.5
2S+1: 6
ΔE to the lowest compared entry with this formula, charge and spin, kJ/mol: 75.09
LUMO level (spin up / spin down), hartree: -0.37162 / -0.33813
Total charge: +2

Atoms and positions in Å:
1 C -0.43 2.65 0.53
2 N -0.37 1.59 -0.33
3 N 0.06 1.98 -1.59
4 C 0.23 3.33 -1.59
5 C -0.10 3.85 -0.25
6 B 0.33 0.83 -2.69
7 N 1.41 -0.21 -2.08
8 N 1.14 -0.75 -0.84
9 C 2.21 -1.50 -0.45
10 C 3.19 -1.45 -1.47
11 C 2.65 -0.60 -2.47
12 Mn -0.69 -0.20 0.29
13 N -0.96 -0.05 -2.58
14 N -1.33 -0.43 -1.21
15 C -2.41 -1.23 -1.43
16 C -2.79 -1.26 -2.81
17 C -1.88 -0.51 -3.47
18 H -2.82 -1.63 -0.49
19 H -1.68 -0.20 -4.52
20 H -3.71 -1.82 -3.25
21 H 0.66 1.35 -3.72
22 H 3.06 -0.27 -3.41
23 H 0.54 3.86 -2.44
24 H 4.13 -1.92 -1.44
25 H -0.08 4.79 0.13
26 H 2.23 -1.86 0.59
27 H -0.58 2.44 1.57
28 H -1.46 -3.71 2.16
29 C -1.17 -3.07 3.03
30 H -0.02 -2.80 3.19
31 H 1.91 -0.32 4.58
32 H -1.86 -2.22 3.44
33 C 0.10 0.30 5.06
34 O 0.99 -0.37 4.14
35 H -0.76 0.58 4.44
36 H 0.50 1.20 5.55
37 H -0.24 -0.38 5.85

no.,molecular weight (g/mol)
1,746.837
2,136.238
3,315.048